# C17H24ClFI2N3S

A 2-piece molecular cluster, C17H24ClFI2N3S overall (ωB97M-V with the def2-TZVPD basis set, OMol25).

## Properties
net charge = +1
max |F| = 0.9 eV/A
orbital gap = 8.20 eV
DFT total energy = -64758.514 eV

Each line ends with the Mulliken charge.
Cartesian coordinates (Å):
C  5.37906  0.83421  0.96235  -1.1339
C  4.64963  -0.40529  1.47685  -0.4822
N  3.90366  -1.08489  0.40683  0.0741
C  2.94636  -2.04642  0.79473  -0.6587
C  3.03833  -3.42036  0.12668  -0.8376
C  2.11951  -3.57251  -1.09171  -1.1071
C  1.80218  -2.27867  -1.82376  -0.1231
Cl  3.25218  -1.70345  -2.67757  -0.1204
C  1.15305  -1.20665  -0.89083  1.0246
N  1.64712  0.10920  -1.16882  -0.4677
C  1.77496  1.00863  -0.37302  0.1831
S  1.94830  2.24095  0.54389  -0.2825
C  -0.38959  -1.30564  -1.14660  -1.5638
I  -0.80563  -0.44020  -3.05645  0.3124
C  -1.44442  -0.76357  -0.17172  -0.6537
C  -1.41200  0.71975  0.18853  -0.8959
I  -1.66975  -1.94279  1.63612  0.0814
N  1.49633  -1.58589  0.52257  0.0221
H  4.81182  1.74547  1.13398  0.2276
H  5.53817  0.75402  -0.11468  0.3053
H  6.35307  0.93723  1.43409  0.3718
H  3.94135  -0.14357  2.26333  0.4076
H  5.39565  -1.09005  1.89470  0.3578
H  4.52616  -1.45149  -0.29753  0.3089
H  2.99068  -2.17512  1.87997  0.4663
H  4.07677  -3.61942  -0.12863  0.3996
H  2.74049  -4.17480  0.85572  0.3430
H  1.17079  -4.02929  -0.78010  0.3542
H  2.53997  -4.26545  -1.81733  0.4631
H  1.09397  -2.49760  -2.61720  0.4331
H  -0.61717  -2.35924  -1.31709  0.7187
H  -2.39413  -0.97536  -0.65695  0.7856
H  -2.43254  1.08744  0.22593  0.1690
H  -0.98475  0.89929  1.17395  0.3590
H  -0.87468  1.30888  -0.55259  0.2967
H  0.89805  -2.38163  0.77112  0.2891
H  1.21140  -0.86119  1.18436  0.5841
F  -3.93994  1.98054  1.50900  -0.3531
C  -4.87358  2.67328  0.80007  0.5511
C  -6.10217  2.08794  0.58220  -0.5348
C  -7.04541  2.79940  -0.14551  -0.2987
C  -6.74695  4.06252  -0.63691  -0.5877
C  -5.49947  4.62197  -0.39959  -0.3089
C  -4.54490  3.92607  0.32886  -0.4352
H  -6.31148  1.10333  0.97753  0.4215
H  -8.01888  2.36402  -0.32442  0.3651
H  -7.48735  4.61157  -1.20147  0.3869
H  -5.26524  5.60670  -0.77995  0.3608
H  -3.56910  4.34444  0.53503  0.4216